A:
DFT (wB97M-V/def2-TZVPD) results for C5H9NO2 as an isolated structure.

The HOMO energy comes out at -9.08 eV. Its total charge is 0. For the LUMO energy, the calculation gives 0.66 eV.

Geometry as XYZ:
```
17
C5H9NO2, DFT wB97M-V/def2-TZVPD
C -1.58521 0.10110 -0.21569
C -0.92908 -0.66569 -1.44944
C 0.28364 -0.24006 -0.66443
C 1.81520 -0.05412 0.83886
C -0.33683 -0.35009 0.57504
H -2.74049 2.06975 -0.28228
H -0.94688 1.97565 0.57012
H -2.40196 -0.58717 0.03276
H -1.13983 -1.78501 -1.33748
H -0.98216 -0.33068 -2.46210
H 0.27053 0.86369 -0.81552
H 2.30956 0.85734 0.98351
H 2.64078 -0.67091 1.50497
H -0.41697 -1.34969 0.84484
N -1.54195 1.53311 -0.36546
O 1.66896 -0.56321 -0.43489
O 0.67038 -0.00198 1.56157
```


B:
DFT (wB97M-V/def2-TZVPD) results for one molecule with the formula C5H9NO2.

The HOMO energy comes out at -9.78 eV. Its total charge is 0. For the LUMO energy, the calculation gives 0.66 eV. As for the SMILES: CNC(=O)CCC=O.

Geometry as XYZ:
```
17
C5H9NO2, DFT wB97M-V/def2-TZVPD
C 0.78193 -0.02695 0.98731
C 0.59319 1.37663 0.31294
C -0.87386 1.59620 -0.03668
O -1.57439 2.44497 0.44066
C 0.01744 -1.17315 0.39442
N 0.22305 -1.55206 -0.90797
C 1.30088 -1.01904 -1.83604
O -0.92359 -1.59795 1.04165
H 0.46452 0.19018 2.00337
H 1.87159 -0.17550 1.07246
H 1.02244 2.15650 0.95180
H 1.14106 1.43304 -0.62041
H -1.18425 0.76087 -0.65747
H -0.28400 -2.34057 -1.27645
H 2.23704 -1.12976 -1.28966
H 1.13077 -1.54930 -2.78460
H 1.09717 0.04208 -1.80841
```


C:
DFT (wB97M-V/def2-TZVPD) results for a 2-piece molecular cluster, C5H9NO2 overall.

The HOMO energy comes out at -8.86 eV. Its total charge is 0. For the LUMO energy, the calculation gives 0.85 eV. As for the SMILES: C=C1ON1C.CC=O.

Geometry as XYZ:
```
17
C5H9NO2, DFT wB97M-V/def2-TZVPD
C 0.17740 -1.75922 0.90821
C 0.85190 0.41115 -2.26688
N -0.37005 -0.64919 0.15953
C 0.96775 0.92964 -0.87043
C -1.11119 0.40712 0.75219
C -1.27288 1.09195 1.88698
O -1.82889 -0.55988 0.09977
O 1.93264 0.92867 -0.16520
H -0.12366 1.45625 -0.41742
H 1.23562 -1.52535 1.03005
H -0.31914 -1.88184 1.87224
H 0.09977 -2.65950 0.29991
H -0.14245 -0.00644 -2.40826
H 1.58745 -0.37808 -2.42470
H 1.02802 1.22227 -2.97107
H -0.45152 1.68882 2.24551
H -2.26075 1.28362 2.26955
```


Stability check: which of them is least stable? A.


A:
DFT (wB97M-V/def2-TZVPD) results for a 2-piece molecular cluster, C5H9NO2 overall.

The HOMO energy comes out at -8.89 eV. Its total charge is 0. For the LUMO energy, the calculation gives -0.08 eV.

Geometry as XYZ:
```
17
C5H9NO2, DFT wB97M-V/def2-TZVPD
C 1.74744 0.03382 0.07841
C -2.00685 -0.62129 -0.41347
C -1.27315 -0.28217 0.74903
C 1.59774 -1.45846 -0.18940
C 0.41479 2.00458 0.62192
N 0.63272 0.67288 0.19356
O 2.80718 0.61355 0.17443
O -2.25972 0.52130 0.32857
H -1.48638 -0.71642 -1.32403
H -2.78878 -1.48763 -0.32500
H -1.07301 -0.76464 1.74726
H 1.14543 -1.57705 -1.12688
H 2.57262 -2.09974 -0.06980
H 0.98136 -1.94507 0.51404
H 0.06947 2.16641 1.62711
H 1.36562 2.50118 0.53557
H -0.38446 2.65623 0.01969
```


B:
DFT (wB97M-V/def2-TZVPD) results for one molecule with the formula C5H9NO2.

The HOMO energy comes out at -8.76 eV. Its total charge is 0. For the LUMO energy, the calculation gives 0.65 eV. As for the SMILES: C=C(N)C(=O)[C@H](C)O.

Geometry as XYZ:
```
17
C5H9NO2, DFT wB97M-V/def2-TZVPD
C 1.05041 0.37265 -2.22135
C -0.30908 -0.37202 1.31582
C -0.06942 0.28653 -1.21388
N -0.76742 -1.46176 2.03118
C 0.03521 -0.70412 -0.12009
C -0.23295 0.88010 1.79679
O 0.92549 -1.56938 -0.04743
O -0.88615 1.41805 -1.14189
H -1.33997 1.45040 -0.29245
H -0.91036 -1.30277 3.01816
H -0.29740 -2.32568 1.79821
H -0.83989 -0.60454 -1.52225
H 1.10517 -0.57597 -2.77509
H 2.02136 0.54057 -1.77275
H 0.82709 1.18869 -2.90640
H -0.44416 1.07267 2.83863
H 0.13208 1.70659 1.21480
```


C:
DFT (wB97M-V/def2-TZVPD) results for a 2-piece molecular cluster, C5H9NO2 overall.

The HOMO energy comes out at -8.35 eV. Its total charge is 0. For the LUMO energy, the calculation gives -3.16 eV.

Geometry as XYZ:
```
17
C5H9NO2, DFT wB97M-V/def2-TZVPD
C 2.20149 -0.18112 0.58829
N 1.05121 -0.97018 0.87171
C -0.11778 -0.40381 0.87945
C -0.51379 0.29614 -0.77884
C -1.24581 -0.56320 -0.00310
O 1.55503 1.01598 -1.65693
C -2.75703 -0.59885 0.30136
O -2.96844 0.62361 0.71655
H 3.07877 -0.81974 0.51076
H 2.00550 0.28288 -0.44997
H 2.39232 0.67906 1.23910
H -3.33589 -0.84105 -0.59075
H -2.82092 -1.42833 1.02405
H 0.35346 -0.03786 -1.38783
H -0.72364 1.34435 -0.93121
H -0.48731 0.18475 1.73928
H 2.33281 1.41735 -2.07192
```


Stability check: which of them is least stable? C.


A:
DFT (wB97M-V/def2-TZVPD) results for C5H9NO2 as an isolated structure.

The HOMO energy (spin up / spin down) comes out at -8.75 / -8.75 eV. Its total charge is 0. For the LUMO energy (spin up / spin down), the calculation gives 0.15 / 0.15 eV.

Geometry as XYZ:
```
17
C5H9NO2, DFT wB97M-V/def2-TZVPD
C 0.95719 -0.64997 -0.62091
C 1.53993 0.45097 0.22286
C -0.99269 2.13170 -0.48173
C -0.69513 -2.33481 0.06347
N 0.29584 -1.30135 0.29424
C 0.36162 0.18138 1.17470
O -0.84492 0.80845 -0.06670
O 0.15111 0.33406 2.34231
H 1.16743 -0.98500 -1.63107
H 2.50039 0.17350 0.66972
H 1.58690 1.43629 -0.23205
H -1.67730 2.63945 0.21513
H -0.06926 2.73817 -0.49581
H -1.43845 2.15151 -1.48617
H -0.35123 -3.03340 -0.70160
H -1.62741 -1.87399 -0.26563
H -0.86401 -2.86697 0.99924
```


B:
DFT (wB97M-V/def2-TZVPD) results for one molecule with the formula C5H9NO2.

The HOMO energy comes out at -9.60 eV. Its total charge is 0. For the LUMO energy, the calculation gives 0.77 eV. As for the SMILES: C=CCCNC(=O)O.

Geometry as XYZ:
```
17
C5H9NO2, DFT wB97M-V/def2-TZVPD
C -0.21468 -0.98172 -0.92180
C 1.12750 -0.62608 -0.24253
C 1.21881 -0.18334 1.21194
C 0.13580 -0.23819 2.00214
N -1.32129 -0.03898 -0.64635
C -1.20098 1.29939 -0.74937
O -0.35681 1.69316 -1.74591
O -1.79031 2.14989 -0.11938
H -0.45973 -1.99797 -0.62046
H -0.05837 -1.11470 -1.99643
H 1.92358 -0.21324 -0.88058
H 1.46851 -1.66411 -0.07169
H 2.12049 0.26040 1.56687
H 0.26317 0.02950 3.05452
H -0.81167 -0.56277 1.65625
H -2.01606 -0.38480 0.04136
H -0.02796 2.57355 -1.53860
```


Stability check: which of them is least stable? A.